# 1
A molecular structure, C12H25N5ORe, computed with ωB97M-V/def2-TZVPD.

CARTESIAN COORDINATES (ANGSTROEM)
1 Re 0.330 -1.726 -0.578
2 N 4.456 -0.369 -1.432
3 C 3.177 0.089 -0.761
4 C 3.271 0.162 0.722
5 C 1.874 0.270 1.321
6 N 1.183 -1.079 1.326
7 C 0.937 1.287 0.670
8 C 1.045 1.393 -0.907
9 N 0.352 0.241 -1.628
10 C 2.530 1.413 -1.314
11 H 5.052 0.397 -1.813
12 H 4.266 -1.013 -2.177
13 H 5.004 -1.021 -0.827
14 H 2.391 -0.694 -1.006
15 H 3.749 1.096 0.960
16 H 3.928 -0.624 1.194
17 H 1.998 0.585 2.361
18 H 0.476 -1.034 2.073
19 H 1.803 -1.820 1.582
20 H 1.336 2.313 0.992
21 H -0.118 1.092 1.031
22 H 0.635 2.354 -1.301
23 H 0.845 0.170 -2.528
24 H -0.550 0.636 -1.953
25 H 3.070 2.282 -0.939
26 H 2.720 1.509 -2.398
27 O 2.075 -3.593 -2.520
28 C 1.326 -2.999 -1.823
29 N 0.197 -3.411 -1.062
30 C -4.308 -0.522 2.078
31 C -3.928 0.107 0.826
32 C -3.691 1.624 1.078
33 C -4.704 -0.350 -0.459
34 C -2.513 -0.633 0.638
35 N -1.470 -0.715 0.105
36 H -5.242 -0.115 2.526
37 H -3.550 -0.355 2.884
38 H -4.441 -1.630 2.010
39 H -4.597 2.162 1.264
40 H -3.238 2.069 0.180
41 H -2.969 1.822 1.837
42 H -5.706 0.102 -0.442
43 H -4.804 -1.462 -0.384
44 H -4.199 -0.010 -1.408

The spin multiplicity is 4. The expectation value of S² is 3.80. The HOMO energy (spin up / spin down) comes out at -0.8459 / -0.8457 Ha. As for the largest force on an atom: 7.3 eV/Å. As for the net charge: +4.

=====

# 2
A molecular structure, CrH18O9, computed with ωB97M-V/def2-TZVPD.

CARTESIAN COORDINATES (ANGSTROEM)
1 Cr -0.159 0.187 -0.224
2 O 1.853 -0.330 0.216
3 H 2.044 -1.294 0.195
4 H 2.702 0.142 0.279
5 O -1.579 1.010 -1.645
6 H -1.400 1.649 -2.358
7 H -2.328 0.477 -1.958
8 O 0.701 -2.792 -0.167
9 H 0.591 -3.611 0.347
10 H 0.973 -3.118 -1.040
11 O -1.519 1.341 0.938
12 H -2.379 1.705 0.667
13 H -1.418 1.519 1.889
14 O 0.697 1.963 -0.689
15 H 0.913 2.406 -1.530
16 H 1.298 2.322 0.001
17 O -1.815 -1.209 -0.291
18 H -1.778 -2.180 -0.373
19 H -2.758 -0.973 -0.246
20 O -0.136 -0.774 1.826
21 H 0.641 -1.120 2.292
22 H -0.897 -1.240 2.211
23 O 1.179 1.857 1.917
24 H 1.037 2.746 2.289
25 H 1.508 1.351 2.674
26 O 0.496 -0.496 -2.112
27 H 0.177 -1.278 -2.597
28 H 1.354 -0.260 -2.510

The spin multiplicity is 4. The expectation value of S² is 3.76. The HOMO energy (spin up / spin down) comes out at -0.8334 / -0.8327 Ha. As for the largest force on an atom: 2.2 eV/Å. As for the net charge: +3. As for the relative energy (zero: lowest compared OMol25 entry of this formula, charge and spin): 0.0 kcal/mol.

=====

# 3
A single C4H7F molecule, computed with ωB97M-V/def2-TZVPD.

CARTESIAN COORDINATES (ANGSTROEM)
1 C -1.671 -0.826 0.037
2 C -0.438 0.013 -0.226
3 C -0.476 1.504 0.003
4 C 0.751 -0.646 0.071
5 H -2.116 -0.660 1.027
6 H -1.332 -1.808 -0.090
7 H -2.448 -0.668 -0.729
8 H -1.436 1.943 -0.474
9 H -0.762 1.606 1.069
10 H 0.392 2.172 -0.108
11 H 0.667 -1.788 0.051
12 F 2.005 -0.118 -0.007

The spin multiplicity is 1. The HOMO energy comes out at -0.3312 Ha. As for the largest force on an atom: 4.5 eV/Å. As for the net charge: 0. Its structure (SMILES) is CC(C)=CF. As for the relative energy (zero: lowest compared OMol25 entry of this formula, charge and spin): 17.2 kcal/mol.

=====

# 4
A single C5H5ClFN molecule, computed with ωB97M-V/def2-TZVPD.

CARTESIAN COORDINATES (ANGSTROEM)
1 C -1.787 -0.236 1.492
2 C -0.545 -0.722 1.218
3 C 1.168 0.721 0.257
4 C 0.992 0.858 -1.165
5 C 0.667 -0.210 -1.931
6 N 0.467 0.132 1.113
7 F 0.651 -0.138 -3.298
8 Cl 0.174 -1.821 -1.404
9 H -2.613 -0.825 1.795
10 H -0.463 -1.835 1.161
11 H 1.817 1.393 0.767
12 H -1.897 0.863 1.471
13 H 1.369 1.820 -1.476

The spin multiplicity is 1. The HOMO energy comes out at -0.2967 Ha. As for the largest force on an atom: 4.1 eV/Å. As for the net charge: 0. Its structure (SMILES) is C=C/N=C\C=C(\F)Cl. As for the relative energy (zero: lowest compared OMol25 entry of this formula, charge and spin): 49.8 kcal/mol.

=====

# 5
A molecular structure, C8H15N2, computed with ωB97M-V/def2-TZVPD.

CARTESIAN COORDINATES (ANGSTROEM)
1 C -1.229 -0.768 -1.715
2 C -0.423 -2.193 -0.154
3 C -0.346 0.254 -1.069
4 C 0.372 -0.913 0.281
5 C -0.395 0.299 0.459
6 C 0.322 1.301 -1.837
7 C 1.873 -1.077 0.309
8 C 0.062 1.578 1.137
9 N -1.282 -1.917 -1.189
10 N -1.848 -0.104 1.024
11 H -1.700 -0.731 -2.660
12 H 0.325 -3.136 -0.538
13 H -0.813 -2.622 0.748
14 H 0.413 1.076 -2.800
15 H 1.357 1.520 -1.604
16 H -0.283 2.292 -1.717
17 H 2.268 -1.271 -0.590
18 H 1.961 -2.043 0.832
19 H 2.301 -0.225 0.800
20 H -0.428 2.467 0.742
21 H 1.196 1.631 0.970
22 H -0.074 1.522 2.186
23 H -2.458 -0.659 0.446
24 H -2.371 0.751 1.027
25 H -1.916 -0.504 2.010

The spin multiplicity is 1. The HOMO energy comes out at -0.4550 Ha. As for the largest force on an atom: 4.9 eV/Å. As for the net charge: +1. As for the relative energy (zero: lowest compared OMol25 entry of this formula, charge and spin): 76.2 kcal/mol.

=====

| no. | total energy (a.u.) |
| --- | --- |
| 1 | -897.6772 |
| 2 | -1731.3975 |
| 3 | -256.4165 |
| 4 | -808.2291 |
| 5 | -422.9730 |